# 1
ORCA calculation (ωB97M-V/def2-TZVPD) on a molecular structure, C2H6S.

```
9
Properties=species:S:1:pos:R:3:forces:R:3:mulliken_charge:R:1
C -0.92616 -0.30357 -0.08543 -4.0 1.0 2.2 -0.8779
C 0.38958 0.46585 0.07391 -1.9 3.7 2.9 -0.3128
H -1.90416 0.43656 -0.74910 2.7 -1.5 3.0 0.2176
H -1.43847 -0.96130 0.92721 1.7 2.2 -3.3 0.2118
H -0.92049 -0.87030 -0.94085 0.7 -2.4 -1.6 0.3738
H 0.45814 1.23016 1.05064 -0.8 -2.4 -2.1 0.2892
H 0.17828 1.24362 -0.65878 1.0 0.0 -0.4 0.2242
H 2.12021 -1.15242 0.53750 -0.3 -1.7 1.4 0.0893
S 2.04309 -0.08859 -0.15512 0.7 1.1 -2.0 -0.2153
```
Forces are in eV/Å.

Energy above the lowest of the compared OMol25 structures with the same formula, charge and spin = 259.6 kJ/mol
Energy = -13003.7031 eV
Lowest unoccupied orbital energy = 0.90 eV
Total charge = 0
Orbital gap = 0.364 Ha


# 2
ORCA calculation (ωB97M-V/def2-TZVPD) on a gas-phase ion, C15H26F3IN3O2 (charge +1).

```
50
Properties=species:S:1:pos:R:3:forces:R:3:mulliken_charge:R:1
C -2.24704 2.73320 2.16990 0.4 -0.6 -0.1 -1.3769
C -1.62676 1.30377 2.18933 0.3 0.8 0.3 -0.1987
C -0.33700 1.23699 1.31707 -1.2 -0.7 0.9 -1.1432
C -0.33987 0.28387 0.08426 0.5 3.1 1.6 -1.2528
I -2.14433 0.91298 -0.96357 0.2 -0.8 -0.1 0.2972
C 0.95923 0.72053 -0.72168 -0.4 2.6 -2.8 1.7091
C 0.76116 1.97434 -1.67049 -0.2 -0.7 0.0 -1.5766
C 0.45104 1.62948 -3.13132 -0.2 -0.2 1.6 0.1371
N 1.01757 2.21754 -4.06768 0.4 0.6 -1.2 -0.7221
N 2.10615 1.05262 0.08020 -1.0 -3.2 0.9 -0.3805
C 3.25041 0.60650 -0.28757 0.9 0.3 0.2 0.8753
C 4.14278 0.01590 0.78804 0.1 1.8 0.5 -1.3830
C 3.85785 0.65723 -1.67581 0.1 -1.0 0.3 -1.1739
O 1.06601 -0.42028 -1.59662 -0.1 -0.1 1.7 -0.4056
C 0.90686 -1.52025 -0.74978 1.8 -0.6 -2.5 -0.7777
N -0.18742 -1.21746 0.32359 1.1 -0.6 -3.3 1.2649
C -1.27990 -2.15799 -0.19663 -1.5 -0.7 1.3 -1.3992
C -2.56072 -2.23016 0.66562 -0.3 0.0 -0.6 -0.2600
C -3.83119 -2.17589 -0.22410 0.1 -0.6 0.1 -0.6708
O -4.67628 -3.24810 0.16360 -0.4 0.3 0.3 -0.5348
C 0.38749 -1.64776 1.60572 -0.3 -0.2 1.3 0.5125
F 0.60355 -2.93527 1.58818 0.1 -1.3 -0.7 -0.2744
F -0.43116 -1.40403 2.58462 -1.2 0.5 0.7 -0.2127
F 1.51272 -1.06222 1.86882 1.0 0.8 -0.2 -0.0652
H -1.73664 3.29800 2.94986 -0.3 0.2 0.0 0.3744
H -2.04605 3.25542 1.23179 -0.2 -0.1 0.0 0.3459
H -3.32235 2.69736 2.33425 0.1 0.2 0.2 0.3610
H -1.31894 1.15917 3.22716 -0.1 -0.3 -0.1 0.3565
H -2.36918 0.53228 1.98616 0.1 0.1 -0.3 0.0322
H 0.50837 1.09255 1.98715 0.2 -0.3 -0.4 0.4818
H -0.20390 2.23372 0.89931 0.2 -0.1 -0.2 0.8076
H 0.06807 2.70003 -1.23942 -0.2 -0.2 -0.1 0.3211
H 1.71549 2.49629 -1.68515 0.1 0.0 0.1 0.7068
H -0.24643 0.82597 -3.34826 -0.1 0.0 0.0 0.3597
H 1.65394 2.93457 -3.71279 0.0 0.0 -0.2 0.2919
H 3.82662 0.44222 1.74391 -0.1 -0.2 0.0 0.3540
H 5.18749 0.30358 0.66714 0.1 -0.5 -0.2 0.5181
H 4.00379 -1.06411 0.86178 0.1 0.0 -0.3 0.2163
H 4.93994 0.57211 -1.56864 -0.1 0.0 0.0 0.4370
H 3.66439 1.58353 -2.21067 -0.4 -0.1 0.0 0.2847
H 3.55546 -0.22553 -2.24750 -0.1 0.3 -0.3 0.2460
H 0.65126 -2.30658 -1.45717 -0.7 -0.3 0.6 0.3353
H 1.87574 -1.84707 -0.36114 -0.3 0.4 1.0 0.2146
H -0.88836 -3.17372 -0.22277 0.6 0.2 0.2 0.5629
H -1.49080 -1.94576 -1.23999 0.2 0.8 0.1 0.8719
H -2.61283 -3.21660 1.12807 0.2 0.1 0.1 0.4311
H -2.60369 -1.51109 1.48261 0.1 0.1 -0.2 0.1829
H -3.56518 -2.37645 -1.26957 0.1 0.3 0.0 0.1829
H -4.33690 -1.21269 -0.16128 0.0 0.0 0.0 0.3913
H -5.56516 -2.91959 0.34423 0.2 -0.1 -0.1 0.3443
```
Forces are in eV/Å.

Energy above the lowest of the compared OMol25 structures with the same formula, charge and spin = 0.0 kJ/mol
Energy = -40784.8197 eV
SMILES string = [H]/N=C\C[C@]1(N=C(C)C)OC[N@@+](CCCO)(C(F)(F)F)[C@@]1(I)CCC
Lowest unoccupied orbital energy = -3.59 eV
Total charge = +1
Orbital gap = 0.312 Ha